## one
ORCA calculation (ωB97M-V/def2-TZVPD) on a single C19H23NO4 molecule.

Geometry (Å):
C: 4.0444 -1.6038 -2.5744
C: 2.8500 -0.8295 -1.8254
O: 1.9525 -1.8365 -1.5198
C: 2.3829 -2.3822 -0.1437
O: 3.4883 -2.0799 0.5248
C: 1.1493 -3.4805 0.3001
C: 1.1919 -3.4000 1.6871
C: 0.5902 -2.3198 2.4275
C: -0.7580 -1.9845 1.9645
N: -0.6114 -1.7648 0.3343
C: -1.6574 -1.2028 -0.2047
C: -1.3572 0.1443 -0.7037
C: -0.3084 0.3217 -1.4929
C: 0.1310 1.6496 -1.8351
O: 1.1013 1.8797 -2.6763
O: -0.5233 2.5726 -1.2260
C: -1.2526 2.6542 -0.1838
C: -1.4681 3.8557 0.3432
C: -2.5635 3.6502 1.6311
C: -2.7864 4.9787 2.1581
C: -2.8721 2.4724 1.8918
C: -2.6237 1.4029 1.2071
C: -1.8337 1.2940 0.1881
C: -0.2128 -3.1741 -0.2155
H: 4.5809 -2.4634 -1.9953
H: 4.6094 -0.7963 -3.1182
H: 3.5946 -2.1446 -3.4648
H: 3.2374 -0.3154 -0.9421
H: 2.3250 -0.2322 -2.5106
H: 1.6526 -4.3397 -0.1344
H: 0.5536 -4.3107 2.3062
H: 2.1399 -3.6647 2.1767
H: 1.4694 -1.3354 2.2338
H: 0.6246 -2.0775 3.4348
H: -1.3543 -2.5847 2.1387
H: -1.2154 -0.8642 2.2122
H: -2.5707 -1.3602 0.4333
H: -1.8368 -1.5690 -1.1902
H: -0.0949 -0.4552 -2.2000
H: -0.9090 4.7800 0.3663
H: -3.8594 5.1272 2.1229
H: -2.3939 5.7633 2.0841
H: -2.7545 4.7777 3.2345
H: -3.7467 2.4407 2.7197
H: -3.1824 0.3349 1.3691
H: -0.6393 -3.9609 0.3003
H: -0.0421 -3.0638 -1.2845

Computed properties:
Orbital gap in eV: 8.516
Total charge: 0
E_HOMO in eV: -8.7
Structure (SMILES): CCOC(=O)[C@H]1CCCN(Cc2cc(=O)oc3cc(C)ccc23)C1
Spin multiplicity: 1

For each atom in turn, the natural (NBO) charge in e is: number 1, C, carries -0.6536; number 2, C, carries -0.0871; number 3, O, carries -0.5467; number 4, C, carries 0.8183; number 5, O, carries -0.6049; number 6, C, carries -0.2785; number 7, C, carries -0.4196; number 8, C, carries -0.4194; number 9, C, carries -0.1370; number 10, N, carries -0.4408; number 11, C, carries -0.2832; number 12, C, carries 0.1085; number 13, C, carries -0.3113; number 14, C, carries 0.7592; number 15, O, carries -0.6112; number 16, O, carries -0.4633; number 17, C, carries 0.3069; number 18, C, carries -0.2696; number 19, C, carries 0.1431; number 20, C, carries -0.6231; number 21, C, carries -0.3128; number 22, C, carries -0.1453; number 23, C, carries -0.1089; number 24, C, carries -0.2561; number 25, H, carries 0.2262; number 26, H, carries 0.2169; number 27, H, carries 0.2003; number 28, H, carries 0.1961; number 29, H, carries 0.2123; number 30, H, carries 0.2538; number 31, H, carries 0.1727; number 32, H, carries 0.2606; number 33, H, carries 0.1789; number 34, H, carries 0.2516; number 35, H, carries 0.1218; number 36, H, carries 0.1997; number 37, H, carries 0.1790; number 38, H, carries 0.2161; number 39, H, carries 0.2326; number 40, H, carries 0.2348; number 41, H, carries 0.2257; number 42, H, carries 0.1997; number 43, H, carries 0.2194; number 44, H, carries 0.1951; number 45, H, carries 0.2016; number 46, H, carries 0.2006; number 47, H, carries 0.2410


## two
ORCA calculation (ωB97M-V/def2-TZVPD) on a single C19H23NO4 molecule.

Geometry (Å):
C: -6.0109 -1.9238 -0.7924
C: -5.7397 -0.9057 0.3082
C: -4.6066 0.0457 -0.0669
C: -4.3330 1.0683 1.0336
C: -3.1939 2.0123 0.6665
O: -1.9745 1.2778 0.5918
C: -1.1747 1.5044 -0.4567
O: -1.3991 2.3173 -1.3316
C: 0.0143 0.6705 -0.4462
N: 0.9500 0.8548 -1.4436
C: 1.9694 0.0091 -1.2716
C: 1.7074 -0.7633 -0.1398
C: 0.4610 -0.3379 0.3921
C: -0.2171 -0.8794 1.5951
C: 2.6359 -1.7695 0.3401
O: 2.4919 -2.4353 1.3439
C: 3.8462 -1.9585 -0.5694
C: 4.3199 -0.6591 -1.2419
C: 4.7610 0.3265 -0.2021
C: 5.9104 0.3850 0.5303
C: 5.7732 1.4959 1.3983
C: 4.5531 2.0285 1.1281
O: 3.9342 1.3293 0.1615
C: 3.1921 -0.0810 -2.1078
H: -5.1235 -2.5229 -0.9847
H: -6.2908 -1.4219 -1.7160
H: -6.8201 -2.5914 -0.5058
H: -5.4804 -1.4293 1.2311
H: -6.6468 -0.3277 0.4997
H: -3.6973 -0.5301 -0.2532
H: -4.8635 0.5694 -0.9909
H: -4.0725 0.5497 1.9581
H: -5.2273 1.6665 1.2168
H: -3.3742 2.4962 -0.2995
H: -3.0713 2.7848 1.4340
H: 0.8391 1.5572 -2.1596
H: -1.1817 -1.3067 1.3246
H: 0.4026 -1.6443 2.0532
H: -0.4048 -0.0818 2.3115
H: 3.5584 -2.6795 -1.3405
H: 4.6518 -2.3997 0.0190
H: 5.1844 -0.8935 -1.8729
H: 6.7496 -0.2765 0.4607
H: 6.4854 1.8426 2.1182
H: 4.0289 2.8706 1.5336
H: 3.0153 -0.7452 -2.9605
H: 3.4679 0.9015 -2.4966

Computed properties:
Orbital gap in eV: 9.117
Total charge: 0
E_HOMO in eV: -8.4
Structure (SMILES): CCCCCOC(=O)c1[nH]c2c(c1C)C(=O)C[C@H](c1ccco1)C2
Spin multiplicity: 1

For each atom in turn, the natural (NBO) charge in e is: number 1, C, carries -0.5998; number 2, C, carries -0.3869; number 3, C, carries -0.3967; number 4, C, carries -0.4106; number 5, C, carries -0.0762; number 6, O, carries -0.5067; number 7, C, carries 0.7763; number 8, O, carries -0.6307; number 9, C, carries -0.0527; number 10, N, carries -0.4642; number 11, C, carries 0.2642; number 12, C, carries -0.2850; number 13, C, carries 0.0695; number 14, C, carries -0.6512; number 15, C, carries 0.5865; number 16, O, carries -0.5574; number 17, C, carries -0.4896; number 18, C, carries -0.2468; number 19, C, carries 0.2758; number 20, C, carries -0.3040; number 21, C, carries -0.3078; number 22, C, carries 0.0839; number 23, O, carries -0.4124; number 24, C, carries -0.4300; number 25, H, carries 0.2016; number 26, H, carries 0.2005; number 27, H, carries 0.2079; number 28, H, carries 0.1944; number 29, H, carries 0.1921; number 30, H, carries 0.2008; number 31, H, carries 0.1961; number 32, H, carries 0.2043; number 33, H, carries 0.2072; number 34, H, carries 0.2092; number 35, H, carries 0.1854; number 36, H, carries 0.4350; number 37, H, carries 0.2235; number 38, H, carries 0.2517; number 39, H, carries 0.2283; number 40, H, carries 0.2256; number 41, H, carries 0.2374; number 42, H, carries 0.2336; number 43, H, carries 0.2263; number 44, H, carries 0.2291; number 45, H, carries 0.2044; number 46, H, carries 0.2291; number 47, H, carries 0.2287


Best to worst by energy: two, one.


## one
ORCA calculation (ωB97M-V/def2-TZVPD) on an isolated ion of composition C4H7N2O3 and charge +1.

Geometry (Å):
C: 2.3026 1.3101 0.5337
N: 1.1170 0.7811 0.2265
N: 0.8158 -0.0399 -0.6663
C: -0.5823 -0.5635 -0.7936
C: -1.0350 -1.4253 0.3583
O: -2.3241 -0.8919 0.6507
C: -2.5882 0.2595 0.0185
O: -3.4459 1.0466 0.1959
O: -1.4782 0.4822 -0.8663
H: 2.2454 2.4196 0.4732
H: 3.1660 0.9925 -0.0749
H: 2.5113 1.0946 1.5503
H: 1.4220 -0.3639 -1.5188
H: -0.4909 -1.2717 -1.6731
H: -0.4084 -1.2946 1.3802
H: -1.2271 -2.5354 0.2057

Computed properties:
Orbital gap in eV: 8.716
Total charge: +1
E_HOMO in eV: -15.3
Structure (SMILES): C/N=[NH+]/[C@H]1COC(=O)O1
Spin multiplicity: 1

For each atom in turn, the natural (NBO) charge in e is: number 1, C, carries -0.5113; number 2, N, carries 0.1073; number 3, N, carries -0.1516; number 4, C, carries 0.1909; number 5, C, carries -0.1227; number 6, O, carries -0.4665; number 7, C, carries 0.9800; number 8, O, carries -0.4719; number 9, O, carries -0.4900; number 10, H, carries 0.3162; number 11, H, carries 0.2185; number 12, H, carries 0.2998; number 13, H, carries 0.4189; number 14, H, carries 0.2069; number 15, H, carries 0.2222; number 16, H, carries 0.2534


## two
ORCA calculation (ωB97M-V/def2-TZVPD) on a 2-piece molecular cluster, C4H7N2O3 overall.

Geometry (Å):
C: 1.1928 0.0159 -0.8558
C: -0.6326 -1.7786 -0.6457
C: 1.0317 0.0034 2.2383
C: -0.2594 -0.3849 -1.0303
N: 0.3848 0.5908 1.3090
N: -1.1277 0.4563 -1.4994
O: 2.0595 -0.7589 -0.5866
O: -0.1930 -2.3600 0.3002
O: 1.3766 -1.2279 2.2545
H: 1.3666 1.0788 -1.0845
H: -1.3246 -2.2468 -1.3696
H: 1.3455 0.5368 3.1435
H: 0.1799 1.5740 1.4039
H: -0.8418 1.3752 -1.8301
H: 1.0618 -1.7598 1.4854
H: -2.1244 0.2487 -1.5147

Computed properties:
Orbital gap in eV: 8.092
Total charge: +1
E_HOMO in eV: -14.6
Spin multiplicity: 1

For each atom in turn, the natural (NBO) charge in e is: number 1, C, carries 0.3679; number 2, C, carries 0.3713; number 3, C, carries 0.4981; number 4, C, carries 0.3196; number 5, N, carries -0.7943; number 6, N, carries -0.5932; number 7, O, carries -0.4475; number 8, O, carries -0.4027; number 9, O, carries -0.6149; number 10, H, carries 0.1534; number 11, H, carries 0.1662; number 12, H, carries 0.1796; number 13, H, carries 0.3864; number 14, H, carries 0.4426; number 15, H, carries 0.5228; number 16, H, carries 0.4449


Best to worst by energy: two, one.